9 unconnected molecules or ions with the total composition C63H143N9O10 at a distorted geometry, computed with ωB97M-V/def2-TZVPD.

Each atom is followed by the atoms it is bonded to, with distances in Å.
CARTESIAN COORDINATES (ANGSTROEM)
1 C -26.47 14.75 3.49  O2 1.388, H10 1.122, H11 1.117, H12 1.085
2 O -26.83 13.63 4.24  C1 1.388, C3 1.399
3 C -28.09 13.71 4.84  O2 1.399, C4 1.516, H13 1.073, H14 1.099
4 C -28.58 12.29 5.05  C3 1.516, N5 1.446, H15 1.129, H16 1.100
5 N -28.75 11.67 3.76  C4 1.446, C6 1.445, H17 1.036
6 C -29.23 10.31 3.79  N5 1.445, C7 1.513, H18 1.141, H19 1.087
7 C -29.46 9.81 2.37  C6 1.513, O8 1.419, H20 1.121, H21 1.086
8 O -28.23 9.59 1.71  C7 1.419, C9 1.433
9 C -28.26 9.11 0.36  O8 1.433, H22 1.105, H23 1.077, H24 1.103
10 H -27.39 15.34 3.24  C1 1.122
11 H -25.89 14.53 2.56  C1 1.117
12 H -25.78 15.36 4.06  C1 1.085
13 H -28.85 14.22 4.28  C3 1.073
14 H -27.90 14.22 5.80  C3 1.099
15 H -29.52 12.24 5.67  C4 1.129
16 H -27.85 11.74 5.66  C4 1.100
17 H -27.94 11.74 3.12  N5 1.036
18 H -30.25 10.31 4.30  C6 1.141
19 H -28.59 9.62 4.33  C6 1.087
20 H -30.05 10.55 1.78  C7 1.121
21 H -30.03 8.89 2.33  C7 1.086
22 H -27.26 8.88 -0.05  C9 1.105
23 H -28.75 9.86 -0.24  C9 1.077
24 H -28.87 8.19 0.37  C9 1.103
25 C -24.30 6.06 -0.24  C26 1.539, H31 1.094, H32 1.087, H33 1.097
26 C -24.02 7.38 -0.99  C25 1.539, C27 1.602, N30 1.452, H34 1.083
27 C -22.60 7.97 -0.56  C26 1.602, O28 1.424, H35 1.130, H36 1.122
28 O -22.42 9.29 -1.06  C27 1.424, C29 1.423
29 C -21.15 9.79 -0.67  O28 1.423, H37 1.082, H38 1.068, H39 1.070
30 N -24.40 7.18 -2.38  C26 1.452, H40 1.024, H41 1.034
31 H -23.50 5.32 -0.34  C25 1.094
32 H -25.23 5.58 -0.53  C25 1.087
33 H -24.37 6.23 0.84  C25 1.097
34 H -24.69 8.17 -0.68  C26 1.083
35 H -21.79 7.26 -0.88  C27 1.130
36 H -22.52 8.05 0.55  C27 1.122
37 H -21.02 9.77 0.40  C29 1.082
38 H -20.96 10.80 -0.97  C29 1.068
39 H -20.43 9.09 -1.05  C29 1.070
40 H -23.77 6.51 -2.83  N30 1.024
41 H -24.23 8.06 -2.89  N30 1.034
42 C -24.87 15.81 7.09  C43 1.559, H48 1.124, H49 1.098, H50 1.051
43 C -24.79 14.84 8.31  C42 1.559, C44 1.530, N47 1.455, H51 1.133
44 C -26.12 14.13 8.55  C43 1.530, O45 1.425, H52 1.092, H53 1.077
45 O -26.94 15.00 9.34  C44 1.425, C46 1.434
46 C -27.96 14.17 9.91  O45 1.434, H54 1.118, H55 1.102, H56 1.140
47 N -23.77 13.84 8.05  C43 1.455, H57 1.049, H58 0.981
48 H -24.00 16.53 7.13  C42 1.124
49 H -25.84 16.32 7.08  C42 1.098
50 H -24.79 15.29 6.18  C42 1.051
51 H -24.62 15.54 9.18  C43 1.133
52 H -25.95 13.16 9.02  C44 1.092
53 H -26.55 13.91 7.59  C44 1.077
54 H -28.62 13.63 9.19  C46 1.118
55 H -28.60 14.82 10.53  C46 1.102
56 H -27.56 13.36 10.60  C46 1.140
57 H -23.42 13.29 8.87  N47 1.049
58 H -22.97 14.21 7.62  N47 0.981
59 C -23.35 8.77 6.02  C60 1.523, H65 1.105, H66 1.125, H67 1.088
60 C -23.72 10.21 5.70  C59 1.523, C61 1.537, N64 1.418, H68 1.103
61 C -24.68 10.48 4.53  C60 1.537, O62 1.459, H69 1.090, H70 1.107
62 O -24.15 9.63 3.48  C61 1.459, C63 1.364
63 C -24.85 9.83 2.33  O62 1.364, H71 1.119, H72 1.101, H73 1.095
64 N -24.23 10.97 6.78  C60 1.418, H74 1.034, H75 1.008
65 H -22.31 8.64 6.36  C59 1.105
66 H -23.40 8.26 5.01  C59 1.125
67 H -23.98 8.26 6.75  C59 1.088
68 H -22.78 10.67 5.36  C60 1.103
69 H -24.61 11.55 4.32  C61 1.090
70 H -25.68 10.10 4.83  C61 1.107
71 H -24.55 9.11 1.52  C63 1.119
72 H -24.81 10.85 1.92  C63 1.101
73 H -25.90 9.58 2.51  C63 1.095
74 H -24.19 12.00 6.69  N64 1.034
75 H -23.68 10.83 7.62  N64 1.008
76 C -21.36 6.93 2.81  C77 1.566, H87 1.110, H88 1.104, H89 1.098
77 C -19.93 6.80 3.43  C76 1.566, C78 1.515, N82 1.463, C86 1.547
78 C -19.99 7.38 4.83  C77 1.515, C79 1.508, H90 1.126, H91 1.111
79 C -20.63 6.43 5.81  C78 1.508, C80 1.540, H92 1.104, H93 1.152
80 C -19.84 5.11 5.84  C79 1.540, C81 1.534, H94 1.106, H95 1.116
81 C -19.78 4.45 4.46  C80 1.534, N82 1.470, C84 1.498, C85 1.591
82 N -19.32 5.47 3.51  C77 1.463, C81 1.470, O83 1.405
83 O -19.41 5.00 2.19  N82 1.405, H105 0.981
84 C -18.72 3.40 4.51  C81 1.498, H96 1.066, H97 1.107, H98 1.068
85 C -21.20 3.81 4.12  C81 1.591, H99 1.087, H100 1.148, H101 1.097
86 C -18.93 7.68 2.65  C77 1.547, H102 1.112, H103 1.089, H104 1.068
87 H -21.28 6.60 1.76  C76 1.110
88 H -21.70 7.97 2.94  C76 1.104
89 H -22.11 6.37 3.40  C76 1.098
90 H -18.96 7.63 5.21  C78 1.126
91 H -20.53 8.35 4.84  C78 1.111
92 H -21.70 6.18 5.68  C79 1.104
93 H -20.66 6.91 6.87  C79 1.152
94 H -20.27 4.38 6.54  C80 1.106
95 H -18.80 5.27 6.20  C80 1.116
96 H -18.84 2.56 5.15  C84 1.066
97 H -18.61 3.02 3.47  C84 1.107
98 H -17.78 3.88 4.66  C84 1.068
99 H -21.54 3.26 5.00  C85 1.087
100 H -22.02 4.61 4.01  C85 1.148
101 H -21.09 3.26 3.18  C85 1.097
102 H -18.08 7.86 3.35  C86 1.112
103 H -19.28 8.68 2.41  C86 1.089
104 H -18.64 7.15 1.77  C86 1.068
105 H -18.51 4.93 1.82  O83 0.981
106 C -27.70 10.41 7.97  C107 1.593, H117 1.075, H118 1.078, H119 1.105
107 C -28.08 9.12 8.82  C106 1.593, C108 1.532, N112 1.523, C116 1.553
108 C -28.09 9.36 10.33  C107 1.532, C109 1.496, H120 1.112, H121 1.118
109 C -29.21 10.27 10.70  C108 1.496, C110 1.545, H122 1.081, H123 1.067
110 C -30.58 9.70 10.28  C109 1.545, C111 1.540, H124 1.083, H125 1.126
111 C -30.71 9.24 8.82  C110 1.540, N112 1.474, C114 1.528, C115 1.549
112 N -29.45 8.59 8.42  C107 1.523, C111 1.474, O113 1.425
113 O -29.50 8.35 7.02  N112 1.425, H135 0.946
114 C -31.80 8.18 8.68  C111 1.528, H126 1.083, H127 1.081, H128 1.062
115 C -31.05 10.51 8.00  C111 1.549, H129 1.104, H130 1.108, H131 1.063
116 C -27.02 8.06 8.40  C107 1.553, H132 1.124, H133 1.083, H134 1.069
117 H -26.69 10.73 8.16  C106 1.075
118 H -28.30 11.28 8.18  C106 1.078
119 H -27.80 10.12 6.91  C106 1.105
120 H -28.31 8.41 10.86  C108 1.112
121 H -27.09 9.62 10.76  C108 1.118
122 H -29.23 11.24 10.22  C109 1.081
123 H -29.12 10.55 11.73  C109 1.067
124 H -31.31 10.48 10.49  C110 1.083
125 H -30.86 8.89 11.02  C110 1.126
126 H -31.54 7.29 9.24  C114 1.083
127 H -32.74 8.55 9.08  C114 1.081
128 H -31.85 7.79 7.69  C114 1.062
129 H -31.17 10.20 6.95  C115 1.104
130 H -32.01 11.01 8.22  C115 1.108
131 H -30.25 11.22 8.08  C115 1.063
132 H -27.03 7.21 9.14  C116 1.124
133 H -26.09 8.58 8.58  C116 1.083
134 H -27.22 7.62 7.44  C116 1.069
135 H -29.49 7.40 6.92  O113 0.946
136 C -29.03 5.31 5.14  C137 1.591, H147 1.067, H148 1.092, H149 1.115
137 C -28.44 5.11 3.68  C136 1.591, C138 1.581, N142 1.463, C146 1.543
138 C -27.89 6.54 3.27  C137 1.581, C139 1.526, H150 1.153, H151 1.085
139 C -26.68 6.82 4.16  C138 1.526, C140 1.496, H152 1.085, H153 1.087
140 C -25.62 5.80 3.89  C139 1.496, C141 1.598, H154 1.049, H155 1.084
141 C -26.04 4.28 4.17  C140 1.598, N142 1.500, C144 1.534, C145 1.551
142 N -27.38 4.11 3.52  C137 1.463, C141 1.500, O143 1.441
143 O -27.99 2.89 4.00  N142 1.441, H165 0.948
144 C -24.99 3.42 3.46  C141 1.534, H156 1.061, H157 1.088, H158 1.064
145 C -26.11 4.00 5.69  C141 1.551, H159 1.056, H160 1.049, H161 1.090
146 C -29.60 4.75 2.73  C137 1.543, H162 1.126, H163 1.083, H164 1.072
147 H -29.69 6.14 5.17  C136 1.067
148 H -28.25 5.46 5.89  C136 1.092
149 H -29.61 4.41 5.43  C136 1.115
150 H -27.60 6.62 2.16  C138 1.153
151 H -28.68 7.27 3.41  C138 1.085
152 H -27.02 6.83 5.19  C139 1.085
153 H -26.24 7.80 4.09  C139 1.087
154 H -24.73 6.00 4.40  C140 1.049
155 H -25.23 5.87 2.88  C140 1.084
156 H -24.14 3.50 4.09  C144 1.061
157 H -25.20 2.36 3.28  C144 1.088
158 H -24.82 3.79 2.48  C144 1.064
159 H -26.39 4.92 6.13  C145 1.056
160 H -26.82 3.24 5.84  C145 1.049
161 H -25.15 3.70 6.10  C145 1.090
162 H -29.24 4.71 1.66  C146 1.126
163 H -30.34 5.54 2.71  C146 1.083
164 H -30.09 3.81 2.88  C146 1.072
165 H -28.14 2.36 3.23  O143 0.948
166 C -19.54 9.90 10.15  C167 1.512, H177 1.128, H178 1.102, H179 1.109
167 C -20.68 9.69 9.17  C166 1.512, C168 1.525, N172 1.542, C176 1.505
168 C -21.22 8.27 9.11  C167 1.525, C169 1.574, H180 1.084, H181 1.115
169 C -21.93 7.86 10.46  C168 1.574, C170 1.491, H182 1.064, H183 1.109
170 C -23.09 8.79 10.59  C169 1.491, C171 1.597, H184 1.088, H185 1.076
171 C -22.67 10.32 10.68  C170 1.597, N172 1.469, C174 1.520, C175 1.485
172 N -21.87 10.63 9.49  C167 1.542, C171 1.469, O173 1.391
173 O -21.53 11.98 9.49  N172 1.391, H195 0.978
174 C -23.91 11.20 10.66  C171 1.520, H186 1.076, H187 1.135, H188 1.088
175 C -22.02 10.56 11.99  C171 1.485, H189 1.097, H190 1.123, H191 1.102
176 C -20.21 10.16 7.83  C167 1.505, H192 1.089, H193 1.097, H194 1.073
177 H -18.69 9.24 9.83  C166 1.128
178 H -19.84 9.72 11.19  C166 1.102
179 H -19.05 10.89 10.05  C166 1.109
180 H -21.99 8.34 8.35  C168 1.084
181 H -20.40 7.55 8.89  C168 1.115
182 H -21.33 7.96 11.33  C169 1.064
183 H -22.23 6.79 10.50  C169 1.109
184 H -23.57 8.55 11.54  C170 1.088
185 H -23.84 8.61 9.84  C170 1.076
186 H -24.24 11.45 9.67  C174 1.076
187 H -24.79 10.64 11.09  C174 1.135
188 H -23.70 12.17 11.11  C174 1.088
189 H -21.43 11.48 12.01  C175 1.097
190 H -22.82 10.59 12.77  C175 1.123
191 H -21.34 9.75 12.32  C175 1.102
192 H -19.87 11.19 7.94  C176 1.089
193 H -21.05 10.13 7.12  C176 1.097
194 H -19.44 9.52 7.45  C176 1.073
195 H -21.04 12.15 10.31  O173 0.978
196 C -20.02 14.58 1.86  C197 1.501, H207 1.128, H208 1.084, H209 1.123
197 C -20.34 13.74 3.06  C196 1.501, C198 1.528, N202 1.509, C206 1.553
198 C -20.32 12.24 2.77  C197 1.528, C199 1.511, H210 1.032, H211 1.110
199 C -20.35 11.41 4.04  C198 1.511, C200 1.568, H212 1.101, H213 1.074
200 C -19.12 11.71 4.96  C199 1.568, C201 1.555, H214 1.138, H215 1.066
201 C -19.00 13.22 5.31  C200 1.555, N202 1.488, C204 1.494, C205 1.529
202 N -19.23 13.98 4.05  C197 1.509, C201 1.488, O203 1.407
203 O -19.13 15.33 4.43  N202 1.407, H225 0.955
204 C -19.96 13.60 6.39  C201 1.494, H216 1.107, H217 1.085, H218 1.117
205 C -17.56 13.46 5.76  C201 1.529, H219 1.118, H220 1.095, H221 1.153
206 C -21.75 14.16 3.55  C197 1.553, H222 1.091, H223 1.124, H224 1.114
207 H -19.99 15.69 2.08  C196 1.128
208 H -20.63 14.33 1.00  C196 1.084
209 H -18.98 14.34 1.54  C196 1.123
210 H -21.10 11.97 2.16  C198 1.032
211 H -19.43 11.95 2.18  C198 1.110
212 H -20.49 10.34 3.84  C199 1.101
213 H -21.26 11.67 4.55  C199 1.074
214 H -18.20 11.22 4.50  C200 1.138
215 H -19.25 11.27 5.92  C200 1.066
216 H -20.06 14.69 6.48  C204 1.107
217 H -20.98 13.32 6.12  C204 1.085
218 H -19.64 13.21 7.39  C204 1.117
219 H -16.86 13.47 4.89  C205 1.118
220 H -17.52 14.36 6.38  C205 1.095
221 H -17.14 12.60 6.39  C205 1.153
222 H -22.41 14.38 2.71  C206 1.091
223 H -21.52 15.13 4.07  C206 1.124
224 H -22.22 13.48 4.30  C206 1.114
225 H -18.40 15.66 3.90  O203 0.955

Properties
E   -101525.4430 eV
Maximum force   3.20 eV Å⁻¹
Molar mass   1186.9 g/mol
Relative energy (zero: lowest compared OMol25 entry of this formula, charge and spin)   0.0 kcal per mole
HOMO-LUMO gap   8.7 eV

These are the Löwdin partial charges, in e, on atoms 1 to 5: -0.12 -0.20 -0.23 -0.21 -0.06